Version one
C3H3O2P | ωB97M-V with the def2-TZVPD basis set

Last column: natural (NBO) charge in e.
Cartesian coordinates (Å):
C  -0.136  0.561  -0.815  -0.608
C  -2.881  -1.431  -0.275  1.023
C  0.826  0.139  -0.054  -0.342
O  -2.966  -0.781  0.669  -0.512
O  -2.875  -2.187  -1.150  -0.510
P  -0.558  -0.022  -2.467  0.331
H  -0.792  1.317  -0.607  0.207
H  0.793  0.621  0.868  0.207
H  1.480  -0.572  -0.444  0.205

E_HOMO (alpha / beta) (Eh): -0.2986 / -0.3039



Version two
C3H3O2P | ωB97M-V with the def2-TZVPD basis set

Last column: natural (NBO) charge in e.
Cartesian coordinates (Å):
C  1.457  1.274  0.049  -1.017
C  1.184  2.430  -0.111  0.109
C  -1.344  -0.269  0.017  -0.268
O  2.396  -1.507  -0.083  -0.906
O  -0.116  -0.985  -0.155  -0.765
P  1.387  -0.447  0.146  2.205
H  -1.913  -0.427  -0.879  0.210
H  -1.050  0.796  0.302  0.229
H  -2.000  -0.865  0.713  0.204

E_HOMO (Eh): -0.3797



The most stable of them is version one.



Version one
CH3I2O2P | ωB97M-V with the def2-TZVPD basis set

Last column: natural (NBO) charge in e.
Cartesian coordinates (Å):
C  -1.500  0.321  -0.423  -0.279
O  2.297  -0.247  2.025  -1.010
O  -1.019  0.808  0.771  -0.553
P  1.576  -0.143  0.809  1.337
I  2.645  1.233  -0.936  -0.023
I  1.029  -2.309  -0.141  -0.006
H  -2.384  -0.215  -0.151  0.185
H  -0.886  -0.507  -0.817  0.182
H  -1.758  1.059  -1.136  0.166

E_HOMO (alpha / beta) (Eh): -0.3396 / -0.3403



Version two
CH3I2O2P | ωB97M-V with the def2-TZVPD basis set

Last column: natural (NBO) charge in e.
Cartesian coordinates (Å):
C  -0.089  -0.126  -0.033  -0.960
O  4.111  1.821  -1.493  -0.909
O  2.330  0.362  0.524  -1.037
P  1.621  -0.546  -0.609  0.973
I  4.398  1.094  0.092  1.423
I  2.017  -2.810  0.207  -0.213
H  0.031  -0.097  0.979  0.226
H  -0.435  0.846  -0.487  0.249
H  -0.907  -0.900  -0.350  0.249

E_HOMO (Eh): -0.3163



The most stable of them is version one.



Version one
CH10N3 | ωB97M-V with the def2-TZVPD basis set

Last column: natural (NBO) charge in e.
Cartesian coordinates (Å):
N  0.529  1.938  0.633  -0.934
H  0.407  0.839  0.285  0.467
H  -0.423  2.296  0.692  0.451
H  1.079  2.434  -0.056  0.429
H  1.127  1.876  1.440  0.433
N  1.010  -0.582  -0.160  -0.854
C  -0.256  -1.328  -0.251  -0.064
N  -1.388  -0.426  -0.316  -0.885
H  1.488  -0.839  0.694  0.393
H  1.576  -0.769  -0.973  0.407
H  -0.386  -1.906  0.666  0.199
H  -0.294  -2.013  -1.106  0.189
H  -1.421  0.044  -1.212  0.367
H  -2.293  -0.732  -0.020  0.402

Net charge: +1
E_HOMO (Eh): -0.5029



Version two
CH10N3 | ωB97M-V with the def2-TZVPD basis set

Last column: natural (NBO) charge in e.
Cartesian coordinates (Å):
N  1.549  1.131  -0.683  -0.912
H  1.958  1.411  -1.570  0.447
H  0.536  0.767  -0.665  0.474
H  1.679  1.806  0.064  0.441
H  2.039  0.257  -0.397  0.449
N  0.155  -1.411  0.358  -0.861
C  -1.168  -0.787  0.509  -0.061
N  -1.158  0.534  -0.142  -0.882
H  0.743  -1.053  1.112  0.343
H  0.071  -2.394  0.619  0.388
H  -1.424  -0.677  1.548  0.188
H  -1.919  -1.379  -0.027  0.197
H  -1.404  0.567  -1.117  0.390
H  -1.656  1.229  0.391  0.400

Net charge: +1
E_HOMO (Eh): -0.5249



The most stable of them is version two.



Version one
C9H10N2O2 | ωB97M-V with the def2-TZVPD basis set

Last column: natural (NBO) charge in e.
Cartesian coordinates (Å):
C  5.181  -0.789  -0.395  -0.249
C  4.150  -0.242  -0.161  -0.066
C  2.716  0.301  0.374  -0.097
O  1.669  -0.449  0.441  -0.471
C  0.521  0.286  0.078  0.454
N  0.466  1.585  -0.136  -0.232
O  -0.840  1.957  -0.002  -0.250
C  -1.550  0.856  -0.093  0.373
C  -0.721  -0.269  -0.028  -0.256
C  -1.285  -1.614  -0.112  -0.238
N  -2.670  -1.640  0.431  -0.589
C  -3.382  -0.692  -0.332  -0.216
C  -2.950  0.806  -0.134  -0.524
H  6.289  -1.137  -0.602  0.260
H  2.455  1.000  -0.518  0.210
H  2.890  1.034  1.312  0.200
H  -1.429  -1.774  -1.208  0.207
H  -0.368  -2.348  0.252  0.232
H  -2.732  -1.104  1.262  0.344
H  -3.159  -1.115  -1.415  0.191
H  -4.544  -0.786  -0.293  0.217
H  -3.634  1.596  -0.458  0.266
H  -3.049  1.096  0.918  0.233

SMILES: C#CCOc1noc2c1CNCC2
E_HOMO (Eh): -0.3290



Version two
C9H10N2O2 | ωB97M-V with the def2-TZVPD basis set

Last column: natural (NBO) charge in e.
Cartesian coordinates (Å):
C  -2.556  -1.741  0.222  0.171
C  -2.296  1.829  0.423  -0.023
C  -2.615  -0.435  -0.027  -0.153
C  -3.123  0.842  -0.141  0.201
C  -0.526  0.387  0.733  0.538
C  2.995  0.120  -0.186  -0.398
C  2.577  -1.365  -0.076  -0.446
C  1.601  0.858  -0.418  -0.226
C  1.054  -1.406  0.155  -0.201
N  -2.479  -2.918  0.143  -0.344
N  0.622  0.036  0.350  -0.428
O  -0.964  1.606  0.743  -0.444
O  -4.399  1.202  -0.609  -0.674
H  -2.629  2.810  0.808  0.201
H  3.208  0.531  0.811  0.203
H  3.678  0.565  -0.821  0.226
H  2.847  -2.185  -0.816  0.228
H  3.256  -1.753  0.645  0.227
H  1.594  1.879  -0.040  0.215
H  1.347  0.845  -1.472  0.196
H  0.632  -1.857  -0.680  0.214
H  0.702  -1.944  1.029  0.234
H  -4.525  2.096  -0.777  0.484

E_HOMO (alpha / beta) (Eh): -0.2618 / -0.2622



The most stable of them is version two.